Computed, not measured: a 8-piece molecular cluster, C8H15Cl17 overall in a non-equilibrium geometry, with wB97M-V/def2-TZVPD.

Structure (ORCA input):
```
! RIJCOSX wB97M-V def2-TZVPD def2/J DEFGRID3
* xyz 0 1
H -3.108 -3.432 2.197
C -2.483 -3.154 -1.720
Cl -0.733 -3.114 1.760
C -3.398 2.376 1.385
C 5.596 -0.459 1.337
C -1.415 2.164 -3.758
Cl -4.290 -3.090 -1.888
H 1.007 5.222 1.810
Cl -0.552 1.349 -0.090
Cl 2.086 0.198 0.871
C -2.356 -2.662 2.372
C 0.783 4.649 0.911
Cl -2.966 3.024 -3.758
H 3.337 -4.414 -1.177
Cl 3.065 -3.423 0.990
Cl -3.042 -1.129 1.728
H -2.056 -3.774 -2.508
Cl -0.045 3.209 -3.937
Cl 5.506 -0.170 -0.458
Cl -3.543 3.761 0.265
Cl 2.147 4.750 -0.162
H -3.254 1.512 0.737
Cl 6.671 -1.907 1.642
Cl -4.951 2.114 2.297
Cl 1.412 -3.105 -1.405
H 0.363 -0.771 -0.380
H 0.569 3.597 1.096
Cl -1.975 -1.400 -1.970
H 5.985 0.419 1.853
Cl -0.629 5.403 0.228
H -1.311 1.668 -2.793
H 3.680 -2.681 -1.128
H -2.217 -2.611 3.452
Cl -2.145 2.623 2.636
H -1.446 1.407 -4.542
C 3.003 -3.458 -0.774
H -0.109 -0.510 1.391
C 0.372 -0.120 0.494
H 4.588 -0.635 1.712
H -2.148 -3.425 -0.719
*
```

Values from the calculation:
HOMO level in Ha: -0.38512
Relative energy (zero: lowest compared OMol25 entry of this formula, charge and spin) in eV: 0.621
Structure (SMILES): ClC(Cl)Cl.ClCCl.ClCCl.ClCCl.ClCCl.ClCCl.ClCCl.ClCCl
Kohn-Sham gap in eV: 10.6
E in Ha: -8137.045555

natural (NBO) atomic charge list, values in e, 4 entries: number 1, H, carries 0.23; number 2, C, carries -0.34; number 3, Cl, carries -0.03; number 4, C, carries -0.26